1.
{"formula": "C13H22NO", "method": "ωB97M-V with the def2-TZVPD basis set", "species": ["H", "C", "C", "H", "N", "C", "H", "C", "C", "H", "C", "H", "H", "H", "H", "H", "H", "C", "H", "H", "H", "C", "H", "O", "C", "C", "H", "H", "H", "C", "H", "H", "H", "H", "C", "H", "C"], "coordinates": [[-0.3366, 3.8016, 2.7027], [3.3544, -2.1312, -3.7130], [2.6340, -2.2039, -1.2872], [-3.0895, 2.6490, 1.9384], [-0.0021, 1.3777, 1.4570], [1.7157, -1.9577, -0.2788], [3.4659, -1.1857, -4.2580], [-0.6397, 3.7596, 1.6528], [0.0421, -1.4710, -1.9664], [-2.3819, 3.0289, -0.3562], [0.4281, -1.4343, -0.5975], [0.1745, 4.1517, 1.0364], [3.6463, -2.5128, -1.0241], [-1.9745, 2.0094, 3.1637], [-2.0772, -1.1943, 2.7237], [1.9497, -2.1623, 0.7702], [-1.4864, 4.4466, 1.5383], [2.3111, -2.0183, -2.6410], [0.7172, -1.6214, -4.0082], [-1.9491, -2.8483, 2.0485], [-2.5987, 0.9389, 1.8772], [-1.0671, 2.3548, 1.2365], [-0.2594, 0.4011, 1.3209], [-0.3093, -1.6125, 1.6562], [-1.3934, -2.0228, 2.5031], [-0.5292, -1.1222, 0.4383], [-1.0044, -1.2964, -2.2250], [3.0855, -2.8915, -4.4539], [-1.5687, -0.8864, 0.1472], [-1.4903, 2.3967, -0.2335], [-1.7063, 1.3811, -0.5960], [-0.9284, -2.3674, 3.4245], [-0.6684, 2.8086, -0.8371], [4.3301, -2.3924, -3.2933], [0.9825, -1.7107, -2.9546], [0.8784, 1.5827, 0.9829], [-2.2549, 1.9551, 2.1053]], "total_charge": 1, "multiplicity": 1, "homo_ev": -12.34, "e_lumo_ev": -5.61, "e_above_lowest_kj_mol": 160.5, "homo_lumo_gap_ev": 6.73}

***

2.
{"formula": "C5H8N2O", "method": "ωB97M-V with the def2-TZVPD basis set", "species": ["C", "H", "C", "H", "H", "H", "H", "C", "C", "C", "N", "N", "O", "H", "H", "H"], "coordinates": [[2.1268, -0.9718, 0.6307], [2.8144, -1.8211, 0.4981], [0.3107, 0.2533, -0.2130], [1.5437, -0.7177, 1.6028], [0.7447, 2.3518, 0.0785], [3.3688, 0.3917, -0.5439], [-0.8113, -1.8445, -0.2686], [-2.3649, 0.0858, 0.3093], [-1.0176, -0.6120, -0.4314], [2.6730, 0.4023, 0.0932], [0.1217, 1.4813, -0.0645], [1.5364, -0.5242, -0.6288], [-3.5062, -0.2235, 0.1129], [-2.2810, 0.6319, 1.4374], [2.3005, 1.5409, 0.4218], [-1.6051, -0.3902, -1.6084]], "multiplicity": 1, "homo_ev": -9.33, "e_lumo_ev": 0.74, "smiles": "[H]/N=C(/CC=O)N1CC1", "e_above_lowest_kj_mol": 671.2, "homo_lumo_gap_ev": 10.07}

***

3.
{"formula": "C5H10N2O2", "method": "ωB97M-V with the def2-TZVPD basis set", "species": ["C", "O", "H", "H", "N", "H", "H", "H", "H", "O", "C", "H", "C", "C", "H", "C", "H", "H", "N"], "coordinates": [[0.6834, 0.9541, -1.3999], [-1.7988, 1.5714, 1.1507], [0.2904, 0.1383, -2.0034], [0.7232, -1.9959, -0.8740], [-1.2691, 0.9038, 0.0212], [2.2530, -1.2151, -0.4449], [0.1223, -0.0049, 2.5263], [-2.3967, 2.2457, 0.7957], [1.7700, 0.9262, -1.3903], [-1.5198, -1.1741, -1.1131], [1.3430, -1.6604, -0.0439], [1.6286, -2.5109, 0.5715], [0.1431, 0.8841, 0.0053], [-1.6749, -0.5189, -0.1135], [-2.4541, -0.6515, 0.6471], [0.5846, -0.6739, 0.7825], [0.5500, 1.6149, 0.7059], [0.3651, 1.8908, -1.8612], [0.6565, -0.7235, 2.0381]], "multiplicity": 1, "homo_ev": -8.70, "e_lumo_ev": 0.45, "smiles": "[H]/N=C(/C)[C@@H](C)N(O)C=O", "e_above_lowest_kj_mol": 438.2, "homo_lumo_gap_ev": 9.15}